# 1
Density functional theory data (ωB97M-V with the def2-TZVPD basis set) for a structure of composition C8H24BGdNOP2 in a non-equilibrium geometry.

Structure (XYZ):
```
38
Properties=species:S:1:pos:R:3:forces:R:3:lowdin_charge:R:1
Gd 0.5146 0.0226 1.0039 2.6 0.0 -2.4 0.8923
H -1.6437 -2.0564 -0.2022 0.6 -0.1 -0.2 0.0426
H -2.4135 1.4404 2.1090 0.7 -0.1 0.3 0.1167
P -0.7497 -3.0357 -0.7063 -0.1 1.0 0.5 0.8652
P 0.2052 2.5994 -0.6080 0.3 -0.3 1.0 0.7049
C 1.6061 3.7552 -0.4105 0.0 0.2 -0.1 -0.2861
H 1.3629 4.7333 -0.8415 0.1 -0.1 0.1 0.0462
H 1.8536 3.8781 0.6525 0.0 -0.1 -0.3 0.0465
H 2.4681 3.3408 -0.9519 -0.1 0.1 0.3 0.0483
C -0.0922 2.6906 -2.3891 0.1 -0.2 -0.2 -0.2857
H -1.1342 2.4408 -2.5944 0.1 -0.1 -0.1 0.0445
H 0.1194 3.6931 -2.7518 -0.1 0.2 -0.1 0.0481
H 0.5727 1.9946 -2.9028 -0.1 0.0 0.0 0.0377
C -1.2242 3.5256 0.0484 -0.1 0.3 0.1 -0.2980
H -1.2441 3.4712 1.1462 0.0 0.1 -0.4 0.0261
H -1.1616 4.5758 -0.2496 -0.1 0.0 0.0 0.0491
H -2.1555 3.0998 -0.3566 0.3 0.1 0.2 0.0473
C -0.4785 -2.7801 -2.4489 -0.1 -0.2 -0.1 -0.2063
H -0.2217 -3.7289 -2.9097 -0.1 -0.2 -0.1 0.0696
H -1.3578 -2.3481 -2.9100 -0.2 -0.1 -0.2 0.0696
H 0.3517 -2.1066 -2.6015 0.2 0.3 0.2 0.0484
C 0.8804 -2.8700 0.1009 -0.4 -0.5 0.0 -0.2731
H 0.7603 -2.9840 1.2004 0.3 0.0 -0.6 0.0645
H 1.4972 -3.6862 -0.3342 -0.2 0.4 0.6 0.0891
H 1.3915 -1.9153 -0.1999 -0.4 -0.7 0.1 -0.0312
C -1.6482 -4.5472 -0.3281 -0.1 -0.5 -0.1 -0.2076
H -2.7150 -4.4389 -0.5798 0.4 0.2 -0.3 0.0737
H -1.2340 -5.3997 -0.8843 -0.1 0.2 0.3 0.0707
H -1.6563 -4.7423 0.7500 0.4 0.0 -0.2 0.0686
C 2.9487 0.0491 0.8770 2.0 0.9 0.2 -0.1898
O 4.0739 0.3232 0.9441 -1.9 -0.7 -0.2 0.0381
H 0.2650 -0.0822 -0.8663 -0.6 -0.9 -1.5 -0.1534
B 0.4039 -0.0180 3.6617 0.6 0.6 2.0 -0.4602
C -0.6121 0.6248 2.7293 -3.2 1.2 2.1 -0.4028
N -1.4900 0.9979 1.9526 0.1 -0.2 -0.1 0.0356
H -0.1317 0.0824 4.7496 0.3 -0.3 0.1 0.0550
H 1.4972 0.5895 3.7133 -0.7 -0.2 -0.5 0.0675
H 0.5915 -1.1884 3.3885 -0.1 -0.2 -0.6 0.0281
```
Positions in Å, forces in eV/Å.

Results
Relative energy (zero: lowest compared OMol25 entry of this formula, charge and spin) = 45.9 kcal per mole
Spin multiplicity = 8
Total charge = +1

---

# 2
Density functional theory data (ωB97M-V with the def2-TZVPD basis set) for a structure of composition C18H36AsF6O18Rb in a non-equilibrium geometry.

Structure (XYZ):
```
80
Properties=species:S:1:pos:R:3:forces:R:3:lowdin_charge:R:1
Rb 1.9938 -3.1759 -2.0282 -0.3 0.4 0.1 0.9284
As 0.0153 -0.0139 -0.7412 -2.8 1.1 -1.7 0.9743
F 1.6874 -0.5601 -1.3420 -1.5 0.7 1.1 -0.4319
F -0.2460 0.8674 -2.3141 1.0 -1.0 1.9 -0.2823
F -1.7170 0.4041 -0.3892 1.9 -0.5 0.0 -0.2768
F 0.1045 -0.9562 0.7624 0.6 0.8 -1.5 -0.2511
F 0.5263 1.5076 0.0499 0.1 -2.1 -0.9 -0.2526
F -0.6262 -1.4867 -1.5944 1.1 0.7 0.8 -0.3410
C 2.7039 1.3814 -3.9593 -0.2 -0.4 -1.0 -0.0186
O 3.8124 2.0878 -4.5530 0.5 0.1 0.7 -0.0098
C 3.8141 3.3613 -4.9347 -2.6 0.5 -0.3 -0.5839
O 2.9320 4.1817 -4.7140 1.7 -0.9 -0.2 0.1153
O 4.8568 3.4886 -5.7568 1.5 0.0 0.4 0.0037
C 5.0785 4.7210 -6.4068 -1.7 1.5 -1.1 -0.0616
H 3.1909 0.4339 -3.7285 -0.4 0.0 0.3 0.0859
H 1.9635 1.2292 -4.7446 0.0 -0.1 -0.1 0.0990
H 2.1182 1.7552 -3.1195 0.8 0.7 0.2 0.0841
H 4.1415 4.9372 -6.9201 -0.1 0.3 -0.1 0.0924
H 5.8171 4.7407 -7.2081 0.3 -1.1 0.4 0.0914
H 5.2744 5.6192 -5.8211 0.1 -0.5 0.8 0.0960
C -1.4652 -4.7765 0.8126 -0.5 1.7 0.9 0.0145
O -2.3802 -3.8214 0.1650 0.7 -1.8 -1.2 0.0021
C -3.0087 -2.8726 0.8159 -0.6 2.1 2.1 -0.5607
O -2.8596 -2.5770 2.0025 -0.3 -0.7 -1.9 0.1016
O -3.8518 -2.2309 -0.0422 2.3 -3.3 -0.4 -0.0121
C -4.5989 -1.1410 0.3151 -0.3 1.6 -0.2 -0.0687
H -1.9230 -5.1569 1.7257 -0.1 -0.1 -0.1 0.1032
H -0.5872 -4.2104 1.1238 0.1 -0.1 0.0 0.0685
H -1.1510 -5.5790 0.1453 -0.6 0.3 -0.3 0.0902
H -5.3835 -1.0867 -0.4395 -0.7 -0.4 0.6 0.1007
H -4.0436 -0.2476 0.0293 0.3 0.2 0.8 0.0673
H -4.8927 -1.1939 1.3635 -0.3 0.4 -0.2 0.1064
C 1.9364 -6.0572 5.6522 0.8 -0.7 0.0 -0.0575
O 2.0890 -4.7817 5.0195 -1.7 1.2 -0.4 -0.0196
C 0.9232 -4.1538 4.6429 -1.4 0.0 0.5 -0.4739
O -0.2126 -4.5884 4.8809 2.9 1.1 -0.9 0.0942
O 1.2207 -2.9407 4.0219 1.3 -3.6 1.6 -0.0172
C 0.1666 -2.2916 3.4052 -1.6 1.3 -0.3 -0.0873
H 1.1449 -6.2011 6.3877 -0.3 0.6 -0.4 0.0956
H 2.8722 -6.2377 6.1813 0.1 0.3 -0.1 0.0898
H 1.8916 -6.8279 4.8828 -0.4 0.0 0.0 0.0921
H 0.5478 -1.3030 3.1495 -0.2 -0.1 0.0 0.0907
H -0.6860 -2.1869 4.0763 0.0 0.1 0.0 0.1020
H -0.2092 -2.7608 2.4960 0.3 -0.2 0.1 0.0550
C -3.8655 0.0057 6.2150 0.2 -0.3 -0.1 -0.0452
O -4.2806 0.6492 4.9980 0.0 0.7 -1.7 -0.0317
C -3.3855 1.0065 4.0179 3.6 0.7 2.4 -0.4690
O -2.1368 1.0195 4.2611 -4.4 -0.3 -1.5 0.0494
O -4.0067 1.4947 2.9068 0.5 -1.0 1.8 0.0000
C -3.1344 1.8897 1.8486 0.5 0.0 -1.0 -0.0570
H -4.7403 -0.0372 6.8639 -0.2 -0.2 -0.5 0.0888
H -3.1241 0.5077 6.8367 0.3 0.4 -0.7 0.0896
H -3.5085 -0.9923 5.9610 0.0 0.0 0.2 0.0954
H -2.1827 1.3588 1.8718 -0.2 0.1 0.2 0.0841
H -2.9651 2.9649 1.7909 0.0 0.1 0.7 0.0977
H -3.6050 1.6641 0.8916 -0.3 -0.3 0.3 0.0598
C -5.3170 2.4322 -6.2102 1.3 -1.1 0.2 -0.0359
O -4.9692 3.2241 -5.0679 -1.6 1.1 0.4 -0.0200
C -3.9248 3.0171 -4.2593 2.1 -2.9 -2.0 -0.5528
O -2.9547 2.2981 -4.5994 -2.5 2.2 1.6 0.0755
O -4.1588 3.6549 -3.1158 0.2 -0.4 0.0 0.0138
C -3.1805 3.5944 -2.0653 0.9 0.4 0.2 -0.0162
H -6.2176 2.7265 -6.7491 0.2 1.1 0.5 0.0888
H -5.5764 1.4185 -5.9049 0.5 -0.2 0.3 0.0922
H -4.4531 2.4092 -6.8744 -0.2 -0.1 -0.1 0.0924
H -2.7652 4.5962 -1.9559 0.0 0.0 -0.1 0.0952
H -2.3586 2.9003 -2.2412 -0.2 -0.1 -0.4 0.0852
H -3.6104 3.3500 -1.0939 -0.6 -0.2 -0.4 0.0807
C 3.3556 0.0647 1.4104 0.0 1.6 0.5 -0.0089
O 4.7790 0.2052 1.6937 0.0 -0.9 0.2 0.0248
C 5.6132 0.1838 0.6810 0.2 -0.6 -3.5 -0.5814
O 5.3416 -0.0520 -0.5073 -0.1 0.4 2.2 0.0737
O 6.8606 0.4320 1.0747 -0.9 0.5 2.0 0.0144
C 7.9130 0.5558 0.1850 0.8 0.0 -2.3 -0.0755
H 2.9105 -0.8425 1.0017 1.0 -0.2 -0.2 0.0762
H 3.1440 0.9342 0.7881 -0.5 -0.3 -0.2 0.0954
H 2.9010 0.2186 2.3890 0.0 0.0 -0.1 0.0994
H 8.1387 1.5499 -0.2010 -0.2 0.8 1.2 0.0950
H 7.6724 0.1819 -0.8102 -0.1 -1.2 0.3 0.0877
H 8.8113 0.1167 0.6190 -0.3 0.0 -0.1 0.1005
```
Positions in Å, forces in eV/Å.

Results
Relative energy (zero: lowest compared OMol25 entry of this formula, charge and spin) = 17.9 kcal per mole
Total charge = 0

---

# 3
Density functional theory data (ωB97M-V with the def2-TZVPD basis set) for a structure of composition C2HFO2Tl in a non-equilibrium geometry.

Structure (XYZ):
```
7
Properties=species:S:1:pos:R:3:forces:R:3:lowdin_charge:R:1
C -0.7726 -0.6748 0.2487 -0.6 -0.7 -0.4 -0.1190
C -1.3640 -0.6365 -0.9379 -0.7 0.3 0.4 -0.1229
O -2.0165 -0.5673 -1.8953 0.7 -0.2 0.2 0.2129
Tl 1.6686 1.8261 0.8190 1.4 1.7 0.4 0.8712
F -0.1643 0.4614 0.7089 -1.2 -1.0 -0.1 -0.2896
H -0.9019 -1.4909 0.9539 0.2 0.2 -0.4 0.1236
O 3.5506 1.0821 0.1027 0.2 -0.3 -0.2 -0.6761
```
Positions in Å, forces in eV/Å.

Results
Relative energy (zero: lowest compared OMol25 entry of this formula, charge and spin) = 53.5 kcal per mole
Spin multiplicity = 2
Total charge = 0

---

# 4
Density functional theory data (ωB97M-V with the def2-TZVPD basis set) for the molecule C6H7NO2 in a non-equilibrium geometry.

Structure (XYZ):
```
16
Properties=species:S:1:pos:R:3:forces:R:3:lowdin_charge:R:1
C 1.6557 0.0063 0.2562 -0.7 -0.6 1.0 -0.6005
C -0.4533 0.0631 -0.8724 0.7 -0.7 0.7 -0.3029
C -0.9456 -1.2697 -0.3325 -1.2 0.5 0.3 -0.1179
C -1.9655 -1.3538 0.5160 0.2 0.0 0.0 0.0316
C -0.9724 1.2287 -0.1487 -0.9 1.8 0.5 -0.0800
C -1.4633 2.2289 0.3430 0.6 -1.4 -1.0 0.1504
H 3.2832 0.5242 -0.8485 -0.1 -0.6 1.1 0.1250
H 3.5876 0.1997 0.8481 0.0 0.1 0.0 0.1065
H -0.6725 0.1589 -1.9302 -0.4 0.0 -0.1 0.1535
H -0.4876 -2.1590 -0.7141 0.3 -0.2 -0.4 0.1050
H -2.3390 -0.4145 0.9360 -0.2 -0.5 -0.1 0.0591
H -2.3941 -2.3181 0.8292 0.3 0.6 -0.1 0.0697
H -1.9340 3.1375 0.6745 0.3 -0.4 0.0 0.0379
N 3.0028 0.0782 0.0415 -0.1 0.6 -1.3 0.1705
O 1.1094 -0.1658 1.3336 0.7 0.3 -1.1 0.0889
O 0.9884 0.0552 -0.9318 0.6 0.4 0.2 0.0033
```
Positions in Å, forces in eV/Å.

Results
Relative energy (zero: lowest compared OMol25 entry of this formula, charge and spin) = 47.7 kcal per mole
Total charge = 0
SMILES = C#C[C@H](C=C)OC(N)=O